1.
223
Properties=species:S:1:pos:R:3:lowdin_charge:R:1 method="wB97M-V/def2-TZVPD" total_charge=-1 homo_energy_ev=-7.69 e_lumo_ev=1.3
O 0.1243 -1.3956 -6.0830 -0.076
O 0.2307 -7.0135 -2.1875 -0.082
C -2.1672 -2.5653 8.2915 -0.245
H 0.8586 -5.2495 -3.8413 0.125
H -1.7453 0.6026 8.3117 0.091
C 0.4964 -5.1147 1.6091 -0.229
O -1.4371 2.7444 0.7193 -0.062
O 0.7008 -1.3248 -0.8535 0.223
H -7.0800 -2.2031 -2.0588 0.064
H -3.6829 2.0497 -5.5409 0.100
C -3.2129 2.4891 -6.4207 -0.207
H -9.5435 -2.4153 -1.6578 0.113
H 2.4878 1.8539 -6.8364 0.126
H -0.7963 -5.7112 -1.1470 0.104
H -3.7619 1.3891 0.1492 0.118
H 4.0736 0.5141 -0.4249 0.105
H 3.9633 -4.9795 -1.4337 0.104
O 2.9318 0.6962 -5.2990 -0.067
H 5.8626 -6.3246 -1.3609 0.116
C 0.4286 0.3774 -2.4983 -0.277
C -3.0597 1.4835 6.8260 -0.226
C -6.6103 1.0227 3.0878 -0.173
H 1.8224 -4.7803 -10.6269 0.069
O -3.7705 2.3780 -7.6945 -0.064
H 3.0541 1.3431 7.2483 0.112
H -1.0101 3.9946 2.2699 0.112
H 2.4539 0.1496 -4.6709 0.044
O 6.4218 -4.3593 -1.4852 -0.042
H -1.0009 4.0699 -4.5159 0.099
H -3.3853 4.5478 4.4282 0.111
O 1.0720 0.6904 9.9198 -0.067
H 6.2810 2.8179 -0.6104 0.122
H -2.3446 3.4072 -2.5901 0.042
H -1.6800 0.8072 -6.9318 0.101
H -2.8947 -4.3654 -6.8900 0.083
H -0.9835 6.3315 -4.4885 0.130
H 1.1879 0.6751 4.4813 0.024
H -6.5148 -2.6753 0.6403 0.094
O 1.6602 4.1155 -5.6566 -0.052
H 1.1860 -0.0777 7.9336 0.107
H 5.1041 -6.0762 -5.3890 0.097
O -0.2910 0.7046 -1.4470 0.205
H 3.8415 1.5269 4.6816 0.116
O -4.0717 2.5165 -2.9365 -0.071
H -3.8980 3.0553 -0.4605 0.115
C 4.6847 -0.1104 0.2267 -0.218
H -1.2407 2.6816 -8.1333 0.077
C -1.7613 -2.4689 6.8378 -0.251
H 5.9516 3.4625 -3.0725 0.121
H 3.5117 3.3964 -0.7400 0.097
H 6.5888 -3.8772 -0.6720 0.053
H 0.3608 -3.6273 3.0592 0.117
H 1.1414 1.5398 -5.9451 0.087
H -0.9055 4.8912 5.3839 0.108
H -0.0380 -2.5297 5.8882 0.083
C -1.4772 5.9373 -3.6003 -0.273
O -0.9107 2.6313 -7.2332 -0.084
C -1.5865 -0.5018 1.3715 -0.333
H -2.8422 2.6983 9.7576 0.075
O -3.2895 2.7849 6.4280 -0.096
O -2.4370 -0.9079 2.1827 0.101
C 4.3673 -5.1533 -0.4364 -0.201
H -4.8837 -0.1417 3.9016 0.125
O 4.1925 -4.0209 0.4313 -0.058
H 3.6071 -3.4594 -3.7426 0.107
C 4.1772 -3.1401 -4.6150 -0.265
O 1.1298 -5.6758 0.4611 -0.095
C 2.8562 0.9304 8.2375 -0.283
C -5.2019 0.3346 2.9743 -0.277
H 3.9927 -6.1236 -0.1105 0.118
H 3.0869 -1.7890 -5.3663 0.056
C -1.2369 -1.8509 -5.8319 -0.199
C 1.2531 -0.8973 -2.0206 -0.301
H 3.1437 -0.1208 8.2572 0.120
H 4.0670 -0.8529 0.7319 0.128
C -4.2228 2.0251 -0.6066 -0.260
H -1.1487 -3.8320 9.4292 0.082
H 3.9738 -5.9950 -7.7305 0.099
O -3.8529 5.9314 2.4563 -0.049
H -0.7202 5.4062 0.3666 0.118
H 3.1609 -6.2352 -9.9083 0.107
H -4.2868 -0.8424 2.0389 0.037
H -8.4960 -2.4510 0.4997 0.118
C 5.1724 -4.2907 -4.8780 -0.262
H 0.1801 4.5134 -3.3913 0.110
H -1.6433 -1.7988 8.8626 0.112
O -5.6419 1.9288 -0.5804 -0.041
C -0.5937 -5.8600 -2.2076 -0.192
O 2.2496 -4.1552 2.9281 -0.070
H 3.1065 -1.2340 6.2210 0.071
H -4.4307 1.0792 2.7772 0.100
C 1.3089 4.9409 5.4984 -0.196
O -2.9953 1.8450 9.3453 -0.081
H 1.7696 -6.9994 -9.0489 0.117
O -0.0444 0.3303 3.2151 0.062
C -3.7967 3.8189 3.7299 -0.203
O 0.3885 0.9190 -3.6197 0.118
H -0.1416 3.7831 -1.1204 0.029
H 5.7401 -4.3470 -3.9491 0.101
H 2.8302 -1.3245 3.9963 0.111
C 5.8750 -5.4047 -0.7762 -0.286
H 4.4915 -0.7834 3.7623 0.116
H 5.7227 4.4746 -0.7149 0.121
H -2.0529 -3.3498 6.2659 0.121
H -1.3935 1.7293 -5.4206 0.097
O 4.4811 -5.4526 -5.0088 -0.051
O -1.2001 6.6445 -2.4652 -0.012
H -4.7818 6.1717 2.4247 0.083
C 5.4385 3.4407 -0.9112 -0.251
C 5.5532 -0.8590 -0.6889 -0.218
H -7.3479 0.2227 3.0254 0.111
O 0.5548 0.4419 0.9525 0.198
H -4.9934 2.6876 -2.7296 0.087
C 2.3600 -6.0930 -9.1828 -0.210
H 1.1890 -2.9918 1.6569 0.120
H -0.9745 -3.6934 -6.8252 0.116
C 3.0816 0.8062 4.3795 -0.256
C -0.8999 4.5379 -3.5367 -0.175
H -3.2093 3.5660 -6.2518 0.110
C 5.1307 3.2037 -2.4037 -0.246
H 1.2212 -5.0702 -0.2781 0.032
O 3.8649 -0.9500 5.7053 -0.075
H 6.3862 -5.6644 0.1508 0.120
H -4.0324 0.5893 -2.1467 0.139
H 3.3625 -4.5070 -8.1403 0.116
H 0.9018 5.1639 1.0745 0.137
O 3.5274 -2.5763 -5.6945 -0.029
H -2.7302 0.9165 5.9554 0.112
H 4.7447 -2.3429 -4.1348 0.114
O -6.8607 1.9425 2.0080 -0.086
H -3.2078 -2.3041 8.4840 0.119
O 4.6576 1.9176 -2.5076 -0.049
H -7.4686 2.6206 2.3116 0.090
H 3.5258 1.5020 9.9468 0.084
H 0.7103 4.0040 -5.5741 0.050
H 5.8295 -4.1285 -5.7324 0.126
O -0.3661 -2.4445 6.7864 -0.060
C -0.0959 4.8947 6.1137 -0.277
C -2.2130 1.5738 8.1502 -0.174
H -0.2762 -3.9982 -3.2892 0.105
H 2.9425 -4.3306 2.2873 0.050
C -3.6736 1.5885 -1.9002 -0.210
O -1.4397 3.6928 -2.4447 -0.086
C 0.0775 4.6853 0.5459 -0.255
H -3.1981 2.8072 -8.3345 0.072
O 4.2911 3.1923 -0.2180 -0.054
H -1.5388 -2.5120 -7.9339 0.114
C 3.5924 -0.6355 4.3603 -0.221
O -1.9860 -3.8081 8.9602 -0.063
H 0.7640 1.5870 8.0228 0.099
O 1.6419 6.1247 4.7290 -0.077
O -7.8607 -1.8530 -2.4942 -0.050
H -0.9975 2.4983 -0.0979 0.049
O -2.7873 2.8211 3.7621 -0.095
O -2.9731 -3.4260 -6.7084 -0.060
H -0.1481 6.6538 6.7958 0.078
C -1.6852 -2.8720 -6.9155 -0.242
H 1.0812 6.8045 5.1099 0.056
C -0.2678 0.1764 1.9538 -0.284
H 1.3893 1.4653 10.3894 0.066
C 3.0124 -5.5125 -7.9065 -0.242
H 1.9259 4.9388 6.3970 0.115
H 3.9734 1.8016 -3.1710 0.066
H -2.2274 -1.5977 6.3775 0.105
C -7.9357 -1.8402 -0.2083 -0.265
O -1.4506 -0.6258 0.0855 0.241
H 4.9075 -3.4052 0.2539 0.037
B -0.0682 -0.1936 -0.3111 -0.810
C 1.0280 -3.8980 2.2409 -0.231
H -1.4802 2.3803 8.1260 0.103
H -4.8507 4.3971 1.8448 0.112
H 2.5617 -4.8734 -6.1507 0.043
H 7.0458 -1.3902 0.5505 0.095
C 0.3277 -4.8503 -2.9771 -0.194
H -0.2019 3.8518 6.4123 0.110
H 1.0639 -3.3568 -2.1624 0.045
H -4.1053 1.1950 6.9335 0.115
H 1.6349 4.1475 4.8259 0.119
O 1.4278 -5.2402 -9.8823 -0.092
H 0.3316 3.0184 1.8305 0.122
O 1.8895 0.8127 5.1219 -0.076
H -2.5874 1.6323 -1.8194 0.097
H 5.0911 -1.4481 -1.4811 0.121
H -0.4985 -4.9326 1.2028 0.112
H -6.6904 1.5394 4.0442 0.111
C 2.3649 3.1111 -5.0028 -0.251
H -9.1674 -0.6932 -1.5453 0.116
O 3.4259 1.8768 9.0686 -0.041
H -1.5573 -5.9693 -2.7052 0.113
C -1.7253 1.7874 -6.4572 -0.197
H -2.4552 2.7464 2.8645 0.048
H 3.0049 1.2186 3.3734 0.108
H -4.7000 3.5267 4.2654 0.119
C -8.7474 -1.6959 -1.4661 -0.275
C 2.1873 1.8044 -5.7898 -0.228
H -7.8540 -0.8464 0.2318 0.118
H 4.2558 3.7951 -2.6736 0.111
O 0.5501 4.2770 -0.6741 -0.041
H -2.9495 2.9492 5.5454 0.016
O 2.1715 -5.5108 -6.7534 -0.066
H -3.2259 3.9847 1.6668 0.089
H 3.4287 3.3299 -4.9105 0.115
C -3.8914 4.5138 2.3489 -0.207
O 6.3403 -1.8125 0.0550 -0.098
C 1.3907 0.8322 8.4978 -0.226
H 6.3656 -0.3361 -1.1935 0.126
O 1.1781 -4.2979 -2.0111 -0.083
H 0.9312 -6.9843 -1.5317 0.070
H -5.8308 2.0174 0.3566 0.031
H -1.3744 -2.3157 -4.8556 0.108
H 0.2828 -0.9446 -6.9155 0.080
H 0.4078 -6.0242 2.2034 0.132
H -1.9052 -0.9907 -5.7924 0.091
H -2.5103 5.7298 -3.8793 0.122
H 1.9929 3.0861 -3.9786 0.103
H -1.4937 6.1497 -1.6968 0.079
O -6.8156 -2.6572 -0.2712 -0.050
O 2.0099 -1.5282 -2.7107 0.153
H 5.2652 1.7030 0.5901 0.024
O 5.5047 0.8391 0.9336 -0.059
O -0.4695 5.8017 7.0995 -0.028
O -5.2251 -0.6398 2.0307 -0.050
C -0.4832 3.6010 1.4007 -0.189

***

2.
51
Properties=species:S:1:pos:R:3:lowdin_charge:R:1 method="wB97M-V/def2-TZVPD" smiles="CCCOC(=O)Cc1ccc(OCC(=O)N(CC)CC)c(OC)c1" homo_energy_ev=-8.11 e_lumo_ev=0.7
C -3.6920 0.8214 -0.6512 -0.447
H -5.3518 -2.9866 0.4970 0.074
C 3.8934 1.0336 0.1085 -0.494
O -1.9291 -0.8324 -1.2431 -0.051
H 7.4694 -1.2380 -0.4527 0.110
H 0.3004 -4.3412 0.0970 0.094
H -6.2260 -1.5826 1.1062 0.063
H 8.1945 0.4660 1.2025 0.070
H 5.5313 0.0689 -1.3940 0.124
C 6.7341 -0.7710 0.2046 -0.222
C -5.4652 -1.9098 0.4023 -0.067
C 0.7352 -3.3607 0.2855 -0.082
C 0.1180 -1.1051 -0.1364 -0.185
H -6.8726 0.6353 0.8313 0.060
C -4.1253 -1.2294 0.6813 -0.197
H -6.6551 2.1073 1.7848 0.074
O 4.2799 1.8023 -0.7297 0.117
H 1.6945 -3.2840 -0.2366 0.096
O -0.1976 -2.4317 -0.2056 -0.067
C 1.4917 0.7852 0.4698 -0.221
H 2.6965 2.3834 1.2439 0.127
C 1.2651 -0.5895 0.4363 0.033
O -3.8126 2.0229 -0.8199 0.052
H 2.9749 0.7954 2.0228 0.129
C -6.2184 1.4846 1.0085 -0.069
H 2.0073 -1.2433 0.8659 0.111
H -4.2036 1.9227 1.5875 0.123
H -3.3513 -1.6789 0.0615 0.110
C -4.8250 1.0345 1.4385 -0.193
H -5.8035 -1.6835 -0.6061 0.077
H -3.6989 -0.7275 -2.1630 0.139
C 5.4247 -0.6449 -0.5708 -0.175
C 2.7659 1.3085 1.0839 -0.037
N -4.1659 0.1990 0.4441 -0.057
H -6.1432 2.0678 0.0953 0.070
C -0.8331 -0.2241 -0.6953 -0.178
O 4.3710 -0.2027 0.2845 -0.011
H 0.7227 2.7044 -0.0722 0.118
C 0.5584 1.6384 -0.0843 -0.023
H 5.1155 -1.6177 -0.9644 0.126
C 7.2475 0.5821 0.6814 -0.098
H 6.5743 -1.4289 1.0613 0.109
H 6.5355 1.0427 1.3629 0.072
C -2.9845 -0.0277 -1.7186 -0.082
H -1.3220 1.8293 -1.0657 0.107
H -4.8734 0.4729 2.3732 0.118
H 0.8984 -3.2388 1.3618 0.097
H 7.3931 1.2527 -0.1622 0.079
C -0.6030 1.1383 -0.6581 0.013
H -2.6380 0.6609 -2.4991 0.139
H -3.8453 -1.3896 1.7280 0.124

***

3.
67
Properties=species:S:1:pos:R:3:lowdin_charge:R:1 method="wB97M-V/def2-TZVPD" total_charge=+1 homo_energy_ev=-11.00 e_lumo_ev=-3.1
C -3.5397 -0.1738 -4.8362 -0.062
H -1.3139 1.6598 6.0594 0.140
C 1.3704 1.1736 6.0310 -0.034
C -3.5609 0.3208 2.0006 -0.249
H -1.0269 1.9718 -4.0990 0.100
F -4.7385 0.1556 1.3844 0.089
H -4.4588 -0.2230 -5.4049 0.112
H 0.6181 -4.2095 1.1857 0.111
H -1.6355 -2.0666 -2.7792 0.106
H 2.1077 1.0328 3.7078 0.133
C -0.1148 1.4445 1.2474 -0.284
H 1.2414 2.2376 5.8266 0.104
C 1.1446 1.0235 3.2204 0.045
C -0.5061 -1.4275 -0.3721 -0.105
H -3.1033 1.8433 -5.4289 0.112
N 0.0841 0.6831 3.9422 0.057
H -3.1264 -0.0491 5.9805 0.128
C -1.9532 -1.2075 -3.3556 -0.076
C 1.5511 -3.2847 -0.5055 -0.058
P 0.3712 0.1001 -2.4749 0.924
Pt 1.0621 1.8556 -1.3390 1.072
C 3.6823 0.9627 -4.6311 -0.010
H -1.9517 -1.2964 5.6017 0.134
C 1.5010 -2.2461 -1.4262 -0.062
O -0.3436 1.9213 0.0720 -0.224
H 4.5092 -0.0189 -6.3403 0.117
H 4.4281 1.7479 -4.6149 0.125
C -1.1598 0.5871 3.3239 -0.059
H -0.9369 0.3398 7.1626 0.129
C -2.7781 0.9883 -4.8516 -0.064
H -1.3089 -0.7046 -0.3191 0.090
C -1.6093 1.0575 -4.1141 -0.090
C -2.1731 -0.2308 5.4849 -0.120
C -3.1306 -1.2674 -4.0880 -0.063
H -1.2190 -2.5488 1.3040 0.112
H 2.2746 -2.1584 -2.1780 0.105
H 2.6884 2.8718 -3.0732 0.128
H -2.5897 1.1117 0.2728 0.136
O 3.4578 1.6399 2.1104 0.064
C 3.7247 -0.0316 -5.5959 -0.045
H -3.7265 -2.1700 -4.0734 0.111
H 2.8084 -1.8083 -6.3731 0.116
H 1.3275 1.0264 7.1093 0.093
C 0.2531 0.3596 5.3970 -0.285
C 2.6768 0.9270 -3.6805 -0.279
C 0.5755 -3.3962 0.4732 -0.060
C 1.7505 -1.0479 -4.6751 -0.058
H 2.3642 0.8738 5.7056 0.084
C 0.4654 -1.3193 -1.3663 -0.345
C -0.4546 -2.4653 0.5413 -0.056
C 1.1317 1.3956 1.8887 -0.008
C 1.6982 -0.0548 -3.6994 -0.294
H 2.3574 -4.0040 -0.5529 0.113
N 2.6006 1.9543 -2.6397 -0.078
H 0.4982 -0.7055 5.4495 0.162
C -3.4753 -0.0250 3.3501 0.070
O 2.6353 2.0807 0.1009 -0.172
C -1.1876 -0.0441 -3.3700 -0.347
C 2.7672 -1.0388 -5.6144 -0.051
H 0.9807 -1.8096 -4.7101 0.122
C -2.4996 0.8211 1.3096 0.057
H 3.3740 1.8583 -1.9696 0.113
C -2.2881 0.1060 4.0262 -0.127
H -4.3599 -0.3906 3.8560 0.140
C 2.5232 1.7413 1.3392 -0.588
C -1.0660 0.5954 6.1117 -0.143
C -1.2683 0.9544 1.9758 -0.058

***

4.
39
Properties=species:S:1:pos:R:3:lowdin_charge:R:1 method="wB97M-V/def2-TZVPD" total_charge=-1 homo_energy_ev=-7.42 e_lumo_ev=1.0
H 20.6996 -22.5311 5.7043 -0.012
H 21.4589 -19.6282 9.3428 -0.025
O 23.5245 -23.7901 5.2108 -0.051
O 20.4439 -19.1193 5.7248 -0.379
H 24.7565 -20.7503 7.1254 0.014
H 23.7949 -23.6917 4.2945 0.031
O 19.8993 -23.0868 5.6844 -0.069
O 20.0545 -20.5566 7.6193 -0.369
O 21.2079 -19.3455 10.2401 -0.129
H 22.2398 -17.2918 4.2760 -0.008
H 20.1969 -20.3795 4.3142 -0.021
H 22.9544 -23.0303 5.3701 -0.002
O 24.5329 -20.3198 7.9566 -0.073
H 21.0457 -18.2244 4.3258 -0.024
H 21.0555 -20.1681 10.7144 0.039
H 17.8641 -18.6825 4.2520 0.035
O 24.0868 -20.2083 4.7982 -0.063
H 18.3099 -20.4107 7.0413 -0.020
O 21.5784 -17.6995 3.7054 -0.084
H 23.8943 -20.1386 3.8593 0.047
S 21.0829 -20.0012 6.7114 0.344
O 22.0310 -19.2533 7.5724 -0.470
O 17.3674 -20.3670 6.7998 -0.069
H 23.6547 -19.9291 7.7991 -0.025
H 22.9765 -18.1148 6.5599 -0.021
O 23.4238 -17.4587 5.9944 -0.080
H 23.3137 -20.6776 5.1667 -0.009
O 19.6125 -22.3931 9.5196 -0.081
O 21.7976 -21.1096 6.0596 -0.337
O 19.6997 -20.8736 3.6448 -0.066
H 19.5003 -21.7183 4.0706 0.009
H 19.2594 -22.5834 6.1997 0.027
Rb 20.3611 -16.9993 8.4907 1.000
H 24.1063 -17.9904 5.5667 0.031
H 20.0736 -23.1440 9.1361 0.030
H 19.9182 -21.6367 8.9859 -0.025
H 18.9026 -18.3743 5.3044 -0.032
H 17.0758 -19.5054 7.1047 0.018
O 18.0873 -18.0224 4.9149 -0.080